1.
This record from the OMol25 dataset describes 2 unconnected molecules or ions with the total composition C3H7NO2S at a distorted geometry. The level of theory is ωB97M-V/def2-TZVPD.

Its energy relative to the best compared isomer or geometry (same formula, charge and spin) is 58.0 kcal per mole. The HOMO energy comes out at -0.36090 Ha. The calculation puts the largest force on an atom at 0.075 hartree/bohr. The gap between HOMO and LUMO is 9.4 eV. The calculation puts the total energy at -721.8702 Ha.

Geometry as ORCA input:
```
! RIJCOSX wB97M-V def2-TZVPD def2/J DEFGRID3
* xyz 0 1
C 0.2153 0.1951 0.1788
C -0.3914 1.1548 1.1454
C 0.3186 -1.0172 -1.8779
N -0.3396 -0.1735 -0.8743
O -1.9846 2.7869 -0.7855
O -3.5166 0.8246 -0.9522
S -2.4101 1.5718 -1.4909
H 1.1481 -0.0991 0.4887
H -0.7016 0.7147 2.0365
H -1.2866 1.5372 0.5525
H 0.3698 1.8571 1.3407
H -0.3455 -1.8439 -2.1954
H 0.5453 -0.2795 -2.6871
H 1.2829 -1.6279 -1.6390
*
```


2.
This record from the OMol25 dataset describes a single C3H7NO2S2 molecule at a distorted geometry. The level of theory is ωB97M-V/def2-TZVPD.

Its energy relative to the best compared isomer or geometry (same formula, charge and spin) is 49.2 kcal per mole. The HOMO energy comes out at -0.30462 Ha. The calculation puts the largest force on an atom at 0.068 hartree/bohr. The gap between HOMO and LUMO is 8.5 eV. The calculation puts the total energy at -1120.0618 Ha.

Geometry as ORCA input:
```
! RIJCOSX wB97M-V def2-TZVPD def2/J DEFGRID3
* xyz 0 1
C -0.5201 -0.7309 0.0436
C 0.8934 -0.2603 -0.2446
C -1.2610 -0.6520 2.3601
N -1.0433 -0.0623 1.2214
O -0.5665 1.9396 -0.4220
O 1.7163 2.1294 -1.5507
S -0.7406 -2.1202 2.8427
S 0.8732 1.6680 -0.1770
H -1.1135 -0.4449 -0.8581
H -0.3582 -1.8412 0.1328
H 1.4658 -0.4122 0.7469
H 1.4325 -0.8299 -0.9868
H -1.7454 0.0308 3.1573
H -1.1688 0.9352 1.1266
H 2.1000 3.0006 -1.3672
*
```


3.
This record from the OMol25 dataset describes 2 unconnected molecules or ions with the total composition C3H7NO3 at a distorted geometry. The level of theory is ωB97M-V/def2-TZVPD.

Its energy relative to the best compared isomer or geometry (same formula, charge and spin) is 46.4 kcal per mole. As for the SMILES: CC(O)O.N=C=O. The HOMO energy comes out at -0.38040 Ha. The calculation puts the largest force on an atom at 0.059 hartree/bohr. The gap between HOMO and LUMO is 10.8 eV. The calculation puts the total energy at -398.9637 Ha.

Geometry as ORCA input:
```
! RIJCOSX wB97M-V def2-TZVPD def2/J DEFGRID3
* xyz 0 1
C 1.2115 -0.3974 1.3806
C 0.3894 -0.5678 0.1153
O 1.0256 -1.3665 -0.8254
O -0.8944 -0.9655 0.4006
H 1.3565 -1.3709 1.8487
H 0.6771 0.2475 2.0723
H 2.1812 0.0341 1.1477
H 0.2886 0.4811 -0.3955
H 0.8547 -2.2954 -0.6265
H -1.4894 -0.5962 -0.3398
N -1.8829 1.1142 -1.0825
C -0.8652 1.7781 -1.1997
O -0.0449 2.4783 -1.6455
H -2.8077 1.4264 -0.8503
*
```


4.
This record from the OMol25 dataset describes 2 unconnected molecules or ions with the total composition C3H7NO3 at a distorted geometry. The level of theory is ωB97M-V/def2-TZVPD.

Its energy relative to the best compared isomer or geometry (same formula, charge and spin) is 53.9 kcal per mole. As for the SMILES: O=CCNC=O.O. The HOMO energy comes out at -0.37051 Ha. The calculation puts the largest force on an atom at 0.048 hartree/bohr. The gap between HOMO and LUMO is 10.7 eV. The calculation puts the total energy at -398.9517 Ha.

Geometry as ORCA input:
```
! RIJCOSX wB97M-V def2-TZVPD def2/J DEFGRID3
* xyz 0 1
O 3.8988 -1.1239 1.3545
C 3.0720 -0.2551 1.2483
C 2.3080 -0.0444 -0.0163
N 1.4101 1.1257 0.0387
C 0.1193 0.8837 -0.4346
O -0.1264 -0.2594 -0.7960
H 2.8394 0.3697 2.1405
H 2.8446 0.1317 -0.9812
H 1.7394 -0.9294 -0.1950
H 1.8180 1.9858 -0.2616
H -0.5555 1.7872 -0.5425
O -6.3833 -1.5362 -0.2374
H -6.9594 -1.5429 -1.0398
H -6.0250 -0.5924 -0.2777
*
```


5.
This record from the OMol25 dataset describes a single C3H7NO3 molecule at a distorted geometry. The level of theory is ωB97M-V/def2-TZVPD.

Its energy relative to the best compared isomer or geometry (same formula, charge and spin) is 114.2 kcal per mole. As for the SMILES: CC(C)(O)[N+](=O)[O-]. The HOMO energy comes out at -0.40743 Ha. The calculation puts the largest force on an atom at 0.085 hartree/bohr. The gap between HOMO and LUMO is 11.0 eV. The calculation puts the total energy at -398.8556 Ha.

Geometry as ORCA input:
```
! RIJCOSX wB97M-V def2-TZVPD def2/J DEFGRID3
* xyz 0 1
C 0.1804 0.5305 -1.5880
C 0.5661 0.2811 -0.1786
C -0.3273 -0.7868 0.4274
O 0.2571 1.6022 0.6922
N 2.0040 -0.0929 -0.0477
O 2.6103 0.3285 0.9365
O 2.3493 -0.8851 -0.8811
H 0.5872 1.2458 -2.3120
H -0.9203 0.8488 -1.4612
H 0.2047 -0.4414 -2.1300
H -0.0223 -1.8492 0.0914
H -1.3516 -0.4842 0.1467
H -0.1385 -0.7231 1.5600
H 0.9172 1.4181 1.4091
*
```


6.
This record from the OMol25 dataset describes a single C3H7NO3 molecule at a distorted geometry. The level of theory is ωB97M-V/def2-TZVPD.

Its energy relative to the best compared isomer or geometry (same formula, charge and spin) is 66.9 kcal per mole. As for the SMILES: N[C@H](CO)C(=O)O. The HOMO energy comes out at -0.35582 Ha. The calculation puts the largest force on an atom at 0.092 hartree/bohr. The gap between HOMO and LUMO is 10.2 eV. The calculation puts the total energy at -398.9310 Ha.

Geometry as ORCA input:
```
! RIJCOSX wB97M-V def2-TZVPD def2/J DEFGRID3
* xyz 0 1
N 1.4503 -0.0099 0.9842
C 0.3092 -0.3072 0.0973
C -0.1999 0.7787 -0.8480
O 1.0161 1.4175 -1.6739
C -0.8403 -1.0328 0.8681
O -0.9258 -2.2050 1.2610
O -1.7603 -0.0693 0.9209
H 2.1802 0.1822 0.2992
H 1.5545 -1.0082 1.4927
H 0.6335 -1.1718 -0.4076
H -0.9274 0.4973 -1.6287
H -0.4734 1.6479 -0.2609
H 0.5386 1.9172 -2.3180
H -2.5554 -0.6364 1.2137
*
```


7.
This record from the OMol25 dataset describes a single C3H7NO3 molecule at a distorted geometry. The level of theory is ωB97M-V/def2-TZVPD.

Its energy relative to the best compared isomer or geometry (same formula, charge and spin) is 64.1 kcal per mole. As for the SMILES: N[C@@H](O)/C(O)=C/O. The HOMO energy comes out at -0.31425 Ha. The calculation puts the largest force on an atom at 0.099 hartree/bohr. The gap between HOMO and LUMO is 9.3 eV. The calculation puts the total energy at -398.9355 Ha.

Geometry as ORCA input:
```
! RIJCOSX wB97M-V def2-TZVPD def2/J DEFGRID3
* xyz 0 1
N -0.7536 0.1969 -1.6807
C 0.1067 0.7297 -0.6627
O -0.4163 1.9670 -0.2068
C 0.2374 -0.1858 0.6874
O 0.5602 0.5326 1.7903
C 0.1692 -1.4726 0.4984
O 0.6356 -2.2751 1.6272
H -0.5125 -0.7477 -1.9502
H -0.7151 0.7615 -2.5223
H 1.1225 0.9822 -1.0166
H -1.3773 1.8719 -0.1633
H 0.4339 1.4720 1.5327
H -0.0108 -2.0596 -0.3800
H 0.5200 -1.7730 2.4467
*
```


8.
This record from the OMol25 dataset describes a single C3H7NO3 molecule at a distorted geometry. The level of theory is ωB97M-V/def2-TZVPD.

Its energy relative to the best compared isomer or geometry (same formula, charge and spin) is 68.0 kcal per mole. As for the SMILES: N[C@@H](CO)C(=O)O. The HOMO energy comes out at -0.38356 Ha. The calculation puts the largest force on an atom at 0.121 hartree/bohr. The gap between HOMO and LUMO is 10.9 eV. The calculation puts the total energy at -398.9293 Ha.

Geometry as ORCA input:
```
! RIJCOSX wB97M-V def2-TZVPD def2/J DEFGRID3
* xyz 0 1
N 0.0348 -0.8874 -0.9932
C -0.3828 -0.5159 0.3940
C 0.8952 0.1788 0.8284
O 1.5914 0.9848 -0.1547
C -1.4520 0.4552 0.0512
O -2.5753 0.0972 0.2711
O -1.0080 1.7525 -0.4762
H 0.9150 -1.6423 -0.9595
H -0.7553 -1.5707 -1.3810
H -0.6405 -1.3325 1.1609
H 1.5622 -0.6441 1.1552
H 0.7899 0.7835 1.6894
H 1.0711 0.5543 -0.9675
H -0.0457 1.7867 -0.6181
*
```


9.
This record from the OMol25 dataset describes 2 unconnected molecules or ions with the total composition C3H7NO3 at a distorted geometry. The level of theory is ωB97M-V/def2-TZVPD.

Its energy relative to the best compared isomer or geometry (same formula, charge and spin) is 56.5 kcal per mole. As for the SMILES: NC(=O)[C@H]1CO1.O. The HOMO energy comes out at -0.37982 Ha. The calculation puts the largest force on an atom at 0.068 hartree/bohr. The gap between HOMO and LUMO is 10.9 eV. The calculation puts the total energy at -398.9477 Ha.

Geometry as ORCA input:
```
! RIJCOSX wB97M-V def2-TZVPD def2/J DEFGRID3
* xyz 0 1
N 0.8402 -0.6813 1.7062
C -0.0286 -0.4446 0.7553
O -1.2140 -0.5800 0.8125
C 0.4620 -0.1543 -0.6185
C 1.6521 0.6310 -1.0615
O 1.6240 -0.8021 -1.0888
H 0.4940 -0.8128 2.6630
H 1.7917 -0.3263 1.6935
H -0.4156 -0.2204 -1.2772
H 1.5763 1.1537 -1.9965
H 2.3532 1.0313 -0.3364
O -2.8629 1.4364 -0.4879
H -2.5338 2.2653 -0.8994
H -2.0379 1.0522 -0.1292
*
```


10.
This record from the OMol25 dataset describes a single C3H7NO3 molecule at a distorted geometry. The level of theory is ωB97M-V/def2-TZVPD.

Its energy relative to the best compared isomer or geometry (same formula, charge and spin) is 121.8 kcal per mole. As for the SMILES: CON(O)C(C)=O. The HOMO energy comes out at -0.35897 Ha. The calculation puts the largest force on an atom at 0.070 hartree/bohr. The gap between HOMO and LUMO is 10.5 eV. The calculation puts the total energy at -398.8435 Ha.

Geometry as ORCA input:
```
! RIJCOSX wB97M-V def2-TZVPD def2/J DEFGRID3
* xyz 0 1
C 0.1592 -1.1188 -1.1228
O 0.1766 -1.0457 0.2336
N -1.0042 -0.4101 0.7438
O -1.9667 -1.3506 0.9869
C -0.9323 0.9073 1.1407
C 0.4020 1.5222 0.8305
O -1.8273 1.4697 1.6686
H -0.7038 -1.7978 -1.4264
H 1.0769 -1.6367 -1.5027
H 0.0882 -0.1280 -1.5631
H -1.9830 -1.5080 1.9511
H 1.1104 1.2232 1.7376
H 0.4177 2.6098 0.9563
H 0.9169 0.9633 -0.0124
*
```


11.
This record from the OMol25 dataset describes 2 unconnected molecules or ions with the total composition C3H7NO3S at a distorted geometry. The level of theory is ωB97M-V/def2-TZVPD.

Its energy relative to the best compared isomer or geometry (same formula, charge and spin) is 25.0 kcal per mole. The HOMO energy comes out at 0.01093 Ha. The calculation puts the largest force on an atom at 0.050 hartree/bohr. The gap between HOMO and LUMO is 5.8 eV. The calculation puts the total energy at -797.1753 Ha.

Geometry as ORCA input:
```
! RIJCOSX wB97M-V def2-TZVPD def2/J DEFGRID3
* xyz -2 1
O 1.5358 -0.5717 -1.3743
C 0.3091 -0.1387 -1.2880
O -0.4771 0.1163 -2.2312
C -0.2402 0.2228 0.1680
C -1.5404 -0.5624 0.4664
S -2.3287 -0.1966 2.1722
N -0.5085 1.7059 0.0020
H 0.4805 0.1562 1.0401
H -2.3385 -0.3571 -0.3853
H -1.3586 -1.5993 0.4644
H -1.2285 2.0123 0.6481
H -0.8914 1.8001 -0.9774
H 3.0781 -0.3818 1.0185
H 2.3921 -0.9920 -0.2764
O 3.1162 -1.2140 0.5531
*
```


12.
This record from the OMol25 dataset describes 2 unconnected molecules or ions with the total composition C3H7NO3S at a distorted geometry. The level of theory is ωB97M-V/def2-TZVPD.

Its energy relative to the best compared isomer or geometry (same formula, charge and spin) is 14.4 kcal per mole. The HOMO energy comes out at 0.01236 Ha. The calculation puts the largest force on an atom at 0.025 hartree/bohr. The gap between HOMO and LUMO is 5.7 eV. The calculation puts the total energy at -797.1921 Ha.

Geometry as ORCA input:
```
! RIJCOSX wB97M-V def2-TZVPD def2/J DEFGRID3
* xyz -2 1
O 0.9976 -0.8813 -0.1809
C 0.8753 0.3623 -0.4263
O 1.7034 1.0653 -1.0291
C -0.4328 1.0214 0.0528
C -0.7569 0.7346 1.5234
S -2.3725 1.3429 2.1169
N -1.4880 0.4819 -0.8344
H -0.4220 2.0851 -0.1663
H -0.6408 -0.3368 1.6937
H 0.0618 1.1621 2.1212
H -2.3511 0.9700 -0.6157
H -1.6834 -0.4825 -0.5819
H 1.7590 -1.8318 -1.2092
H 2.6187 -2.9929 -0.8522
O 2.1320 -2.7001 -1.6122
*
```